Version w
Molecular formula: C51H54Cl4N4O7SZr
Method: DFT, ωB97M-V with the def2-TZVPD basis set

Each line ends with the Löwdin charge.
Atoms and positions in Å:
Cl 6.69 -3.34 2.75  0.59
H -0.68 1.10 -6.21  0.06
C -2.79 -1.09 -1.74  0.06
C -0.56 -2.35 -1.79  -0.59
H -3.72 -1.32 -2.25  0.10
C -3.47 -0.57 -5.32  -0.09
C -1.51 -1.39 -3.95  -0.11
H -4.29 2.43 2.69  0.07
H -5.73 2.17 1.70  0.06
C 0.53 -0.67 -3.18  -0.17
O -0.72 -2.65 -0.52  -0.19
H 6.29 3.75 0.05  0.06
C -4.87 0.34 2.53  -0.20
C -0.39 -4.54 -2.52  -0.05
H 5.56 1.37 -3.04  0.09
C 4.22 -2.30 2.25  -0.59
N -0.24 -0.90 -2.01  0.11
H -0.57 -6.14 1.19  0.12
O 1.93 -2.35 -0.49  -0.21
C 5.18 -3.66 0.51  -0.71
O 2.06 -1.35 1.86  -0.23
C 0.17 1.73 3.77  -0.14
H 3.62 1.89 1.82  0.11
C -5.51 -0.78 -0.40  -0.21
N 0.42 0.82 1.67  0.02
H -6.35 1.22 -0.52  0.06
H 6.09 -0.80 -4.20  0.06
H 2.33 -0.17 -4.07  0.10
C 4.77 0.62 -3.17  -0.21
H -0.46 -1.39 -6.43  0.10
C 4.04 -3.44 -0.28  -0.59
C -1.83 0.72 2.61  0.00
C -4.92 -6.29 -0.52  -0.07
C 3.09 -2.08 1.49  -0.39
N -1.85 -0.23 0.37  0.06
H -2.86 0.02 -6.01  0.06
N 1.97 0.35 -0.72  0.05
H -3.35 -2.42 -4.23  0.11
C 2.73 4.10 3.76  -0.10
C -0.31 -0.97 -4.35  -0.13
H -1.53 2.39 4.87  0.10
H -4.37 -0.89 -5.85  0.06
H -2.44 0.96 3.48  0.09
H -4.85 -6.08 -1.59  0.07
H -4.89 -7.38 -0.40  0.07
H -4.44 0.02 3.48  0.11
C 5.27 -3.09 1.76  -0.71
O 0.87 -3.93 1.76  -0.28
C -1.57 -1.44 -2.47  -0.21
C -5.20 1.84 2.60  -0.09
H 5.24 3.63 -1.37  0.07
C 0.30 0.62 -6.21  -0.09
C -2.58 -6.27 0.43  -0.06
C -2.68 -1.78 -4.80  -0.19
H 6.23 1.40 -0.84  0.10
O -0.57 -3.88 3.77  -0.30
H -1.08 1.07 6.94  0.06
C 3.01 -2.64 0.19  -0.38
H 5.61 1.48 0.79  0.10
C 5.40 -0.77 -3.35  -0.10
Zr 0.48 -1.19 0.48  1.99
C -0.51 2.05 5.07  -0.21
C 5.37 3.31 -0.33  -0.10
H -5.42 -1.64 -1.07  0.10
C 1.62 1.40 2.09  -0.25
O 0.14 -3.23 -2.59  -0.05
H 1.83 4.68 3.93  0.07
H -1.04 0.00 5.52  0.08
C -1.52 -5.64 1.07  -0.06
C 2.76 1.43 1.36  0.05
H -4.86 -3.78 0.54  0.10
H 0.46 0.52 6.26  0.07
H 0.00 2.88 5.56  0.10
H -3.75 0.08 -4.50  0.07
C -4.18 -0.47 0.21  -0.15
H 0.40 -5.23 -2.82  0.09
C 1.79 -0.25 -3.13  0.05
C 0.19 -0.84 -5.75  -0.19
H -6.21 -1.09 0.39  0.10
H 4.62 -1.52 -3.49  0.05
C -2.88 -0.64 -0.48  -0.22
H 2.95 4.14 2.70  0.06
C -6.11 0.39 -1.18  -0.09
H -0.71 -4.79 -1.51  0.08
H 2.24 2.63 5.26  0.10
C 2.52 2.65 4.21  -0.19
C 3.83 0.68 -2.00  -0.16
H -1.24 -4.65 -3.21  0.09
C 2.51 0.20 -1.95  -0.24
C 1.46 1.94 3.42  -0.13
C 5.39 1.78 -0.24  -0.20
C -3.80 -5.62 0.23  -0.29
H 3.55 4.56 4.31  0.06
H -2.98 -2.65 1.67  0.11
S -0.37 -3.53 2.38  0.50
C -0.55 0.84 6.01  -0.09
Cl 6.47 -4.65 -0.10  0.59
C -1.69 -4.35 1.53  -0.27
C -3.92 0.01 1.43  -0.14
H 1.18 -1.31 -5.82  0.11
Cl 4.30 -1.54 3.82  0.66
H 3.46 2.09 4.13  0.11
C 4.12 1.14 -0.71  -0.16
C -0.46 1.04 2.66  -0.23
H 0.72 0.69 -7.22  0.06
H -5.84 2.06 3.47  0.06
C -2.45 0.18 1.51  -0.26
H 0.94 1.19 -5.53  0.07
C -3.93 -4.32 0.70  -0.03
O -0.62 -2.06 2.14  -0.45
C 2.95 0.96 0.03  -0.25
C -2.89 -3.68 1.35  -0.03
H -2.33 -2.38 -5.65  0.10
H -5.89 -5.94 -0.18  0.07
H 4.24 0.90 -4.09  0.09
H -2.46 -7.29 0.06  0.10
H -7.02 0.09 -1.71  0.06
H 5.95 -1.06 -2.45  0.07
Cl 3.87 -4.16 -1.85  0.67
H -5.79 -0.23 2.40  0.10
H 4.53 3.71 0.24  0.06
H -5.39 0.75 -1.92  0.07

The orbital gap is 4.8 eV. Its total charge is -2. As for the HOMO energy: -0.93 eV.

---

Version x
Molecular formula: C51H54Cl4N4O7SZr
Method: DFT, ωB97M-V with the def2-TZVPD basis set

Each line ends with the Löwdin charge.
Atoms and positions in Å:
H -2.41 -0.15 -3.36  0.09
Cl 4.87 4.17 3.44  0.60
H -5.52 -1.26 3.56  0.09
H -5.72 0.91 3.15  0.09
C 1.05 5.62 -0.55  -0.19
C 4.31 1.62 -2.84  -0.20
C 3.85 -1.51 -3.48  -0.21
C -2.56 -2.51 0.96  0.01
H -2.45 3.05 2.33  0.09
C -3.75 0.58 2.48  -0.14
H 6.55 -0.76 5.65  0.07
O -0.62 1.64 -0.04  -0.12
C -3.90 -0.79 2.25  -0.17
H 5.91 0.88 5.49  0.07
H -3.21 -3.29 1.32  0.09
S 0.60 -2.15 3.20  0.50
H -3.12 4.94 0.80  0.07
H -2.19 6.28 0.12  0.06
H 6.60 0.06 4.09  0.04
C 4.41 0.65 1.55  -0.61
H 3.24 -3.23 2.94  0.12
H -4.96 3.04 1.90  0.08
C 3.19 0.75 -2.37  -0.17
H -4.09 3.47 3.37  0.06
C 0.38 4.30 -0.32  -0.14
H 0.42 -4.42 -3.80  0.06
C -0.89 1.80 -1.37  -0.48
Zr 0.25 -0.42 0.81  2.03
C 5.51 1.61 -1.89  -0.11
H -6.89 -2.55 1.92  0.06
H 3.19 -0.74 -5.40  0.07
H 5.21 1.94 -0.89  0.05
H 0.74 -6.16 -3.81  0.06
H 2.14 5.45 -0.56  0.11
O 0.92 1.25 2.01  -0.20
H -5.83 3.25 3.43  0.06
O -1.81 0.96 -1.80  0.00
H 0.86 6.33 0.25  0.09
C 4.65 -0.64 4.63  -0.28
H 3.94 -2.35 -5.50  0.06
Cl 1.73 3.79 3.40  0.70
H -0.33 5.85 1.71  0.09
O 0.16 -3.25 4.02  -0.29
H 6.31 2.26 -2.24  0.06
C 3.29 -1.70 -4.89  -0.11
C -2.06 2.30 1.67  0.05
C -2.57 0.96 1.83  -0.22
H -0.74 0.48 -3.49  0.09
H -1.25 4.64 2.54  0.09
H -2.82 6.38 1.77  0.07
Cl 6.71 1.98 2.13  0.63
H 3.97 -2.49 -3.00  0.10
C 2.13 1.15 -1.58  -0.24
O 0.80 -2.47 1.77  -0.39
C -2.81 -1.19 1.46  -0.26
H 4.86 -1.08 -3.54  0.10
C -2.07 -5.41 0.06  -0.20
C 6.00 -0.08 4.99  -0.06
H 0.23 -6.24 -1.34  0.10
H 1.19 7.15 -2.10  0.06
C 2.77 2.61 2.67  -0.61
H 5.91 0.60 -1.77  0.05
C -3.23 -5.69 -0.90  -0.09
C 0.79 3.19 -1.22  -0.22
C 1.33 -2.33 -1.88  0.02
C 0.18 -5.37 -3.31  -0.10
H -1.42 -6.29 0.12  0.10
H -0.43 6.45 -1.91  0.06
H -0.89 -5.55 -3.46  0.06
N 1.28 0.09 -1.29  0.02
H 3.55 1.02 5.43  0.11
H 1.59 -5.19 -1.69  0.11
C -1.13 2.69 0.78  -0.17
C 3.48 0.06 4.93  -0.04
C 3.31 -2.33 3.53  -0.05
H 1.34 0.17 4.67  0.12
C 0.24 -2.77 -1.21  -0.26
O -0.24 -0.94 3.18  -0.37
H 4.63 1.31 -3.84  0.10
C -4.91 2.87 2.97  -0.12
C 2.19 1.50 2.08  -0.40
N -0.25 2.65 -2.04  0.24
C -0.54 4.03 0.62  -0.13
C 2.17 -1.60 3.82  -0.27
C 0.51 -5.30 -1.82  -0.19
H -3.89 -4.82 -0.96  0.07
H -6.49 -0.95 1.25  0.07
C 4.98 1.79 2.13  -0.72
N -0.64 -1.98 -0.47  -0.06
H 5.44 -2.38 3.67  0.11
C -0.18 -4.17 -1.12  -0.14
C -1.57 -2.85 0.10  -0.26
H -2.47 -5.26 1.07  0.10
C -5.03 -1.68 2.68  -0.22
C 2.24 -0.41 4.52  -0.05
H 3.94 2.64 -2.95  0.10
Cl 5.40 -0.59 0.86  0.72
C -1.76 0.71 -3.20  -0.04
C -1.09 5.08 1.55  -0.22
H 0.84 5.53 -2.71  0.07
C -4.75 1.38 3.29  -0.20
H 1.93 -3.08 -2.38  0.09
H -5.61 -2.37 0.70  0.06
H 2.30 -2.15 -4.85  0.06
H -4.52 1.27 4.36  0.11
C 0.64 6.23 -1.90  -0.10
C 3.03 0.49 1.51  -0.39
C 1.93 2.51 -1.06  0.03
C 4.17 2.76 2.70  -0.72
C -1.27 -4.22 -0.33  -0.14
H -2.11 1.58 -3.76  0.08
H 2.69 2.95 -0.42  0.12
C 4.54 -1.85 3.94  -0.07
H -3.83 -6.55 -0.57  0.06
H -2.86 -5.90 -1.90  0.06
C 2.99 -0.63 -2.63  -0.17
N -1.99 -0.13 1.21  -0.02
O 2.40 -0.54 1.04  -0.20
C -6.07 -1.91 1.58  -0.11
H -4.63 -2.65 2.99  0.10
C -2.38 5.71 1.04  -0.08
C 1.83 -0.99 -1.95  -0.26

The orbital gap is 4.7 eV. Its total charge is -2. As for the HOMO energy: -0.58 eV.

---

Short version: version w, version x, most stable first.